[1]
{"formula": "C6H10O", "method": "the ωB97M-V functional and the def2-TZVPD basis", "lumo_ha": 0.034, "multiplicity": 1, "de_lowest_kj_mol": 105.16, "max_force_ev_per_a": 0.35, "smiles": "CC/C=C\\C=C\\O", "symbols": ["C", "C", "C", "C", "C", "C", "O", "H", "H", "H", "H", "H", "H", "H", "H", "H", "H"], "positions_angstrom": [[-0.553, 2.058, -1.336], [-0.415, 0.963, -0.288], [-1.296, -0.250, -0.372], [-0.923, -1.429, 0.157], [0.373, -1.694, 0.787], [1.210, -0.805, 1.348], [2.522, -1.050, 1.600], [-0.181, 1.710, -2.305], [-1.577, 2.421, -1.460], [0.072, 2.906, -1.032], [-0.496, 1.406, 0.714], [0.609, 0.579, -0.362], [-2.246, -0.181, -0.902], [-1.564, -2.299, 0.015], [0.751, -2.713, 0.697], [0.940, 0.192, 1.676], [2.774, -1.813, 1.062]], "lowdin_charge": [-0.111, -0.288, -0.108, -0.128, -0.105, -0.213, 0.012, 0.073, 0.069, 0.071, 0.110, 0.095, 0.102, 0.095, 0.105, 0.115, 0.103]}

---

[2]
{"formula": "C2HClF2O2", "method": "the ωB97M-V functional and the def2-TZVPD basis", "lumo_ha": 0.000, "multiplicity": 1, "de_lowest_kj_mol": 97.81, "max_force_ev_per_a": 6.87, "smiles": "O=C(O)C(F)(F)Cl", "symbols": ["O", "C", "O", "C", "F", "F", "Cl", "H"], "positions_angstrom": [[-0.893, 0.846, -1.343], [0.022, 0.337, -0.601], [1.469, 0.299, -0.619], [-0.461, -0.369, 0.668], [0.560, -0.569, 1.472], [-1.207, 0.494, 1.215], [-1.283, -1.989, 0.476], [1.793, 0.950, -1.268]], "lowdin_charge": [0.083, -0.296, 0.084, -0.937, 0.084, 0.157, 0.697, 0.127]}

---

[3]
{"formula": "C3H10NS", "method": "the ωB97M-V functional and the def2-TZVPD basis", "lumo_ha": 0.159, "multiplicity": 1, "de_lowest_kj_mol": 139.17, "max_force_ev_per_a": 4.15, "total_charge": -1, "symbols": ["C", "S", "H", "H", "H", "C", "C", "N", "H", "H", "H", "H", "H", "H", "H"], "positions_angstrom": [[0.917, -1.349, -2.833], [0.205, -0.073, -1.718], [1.270, -2.205, -2.274], [0.038, -1.731, -3.348], [1.666, -0.876, -3.481], [-1.198, 1.570, 1.157], [-0.058, 0.660, 1.798], [-0.062, -0.772, 1.446], [-2.203, 1.191, 1.400], [-1.074, 2.644, 1.016], [-1.041, 1.118, 0.147], [0.865, 1.184, 1.521], [-0.274, 0.674, 2.868], [0.235, -0.756, 0.418], [0.714, -1.280, 1.883]], "lowdin_charge": [-0.681, 0.165, -0.025, -0.036, -0.019, -0.127, -0.389, -0.081, 0.056, 0.053, -0.031, 0.083, 0.068, -0.077, 0.040]}

---

[4]
{"formula": "C5H6N", "method": "the ωB97M-V functional and the def2-TZVPD basis", "lumo_ha": -0.227, "multiplicity": 1, "de_lowest_kj_mol": 817.73, "max_force_ev_per_a": 7.23, "total_charge": 1, "symbols": ["C", "C", "C", "C", "C", "N", "H", "H", "H", "H", "H", "H"], "positions_angstrom": [[3.063, 0.175, -0.078], [4.209, 0.573, 0.065], [0.987, -0.217, -0.508], [2.057, -0.740, 0.163], [0.103, 0.197, 0.389], [-1.149, 0.474, -0.183], [0.767, -0.248, -1.603], [1.937, -1.163, 1.143], [0.238, -0.019, 1.373], [-1.066, 0.272, -1.269], [-1.409, 1.515, 0.023], [-1.927, -0.271, 0.030]], "lowdin_charge": [-0.159, 0.176, -0.103, -0.023, -0.129, 0.142, 0.171, 0.140, 0.116, 0.213, 0.225, 0.231]}

---

[5]
{"formula": "H20O10", "method": "the ωB97M-V functional and the def2-TZVPD basis", "lumo_ha": -0.013, "multiplicity": 1, "de_lowest_kj_mol": 280.41, "max_force_ev_per_a": 2.23, "smiles": "O.O.O.O.O.O.O.O.O.O", "symbols": ["O", "H", "H", "O", "H", "H", "O", "H", "H", "O", "H", "H", "O", "H", "H", "O", "H", "H", "O", "H", "H", "O", "H", "H", "O", "H", "H", "O", "H", "H"], "positions_angstrom": [[21.482, 3.160, 5.877], [21.010, 3.978, 6.056], [22.292, 3.511, 5.510], [18.104, 4.447, 5.432], [18.265, 5.348, 5.692], [18.747, 4.317, 4.730], [22.476, 0.795, 6.950], [22.277, 1.717, 6.677], [21.611, 0.425, 6.971], [19.885, 1.248, 4.636], [20.297, 1.985, 5.122], [19.149, 0.908, 5.121], [20.848, -1.261, 6.147], [20.480, -1.500, 5.315], [21.717, -1.646, 6.107], [20.453, 4.394, 3.621], [20.881, 5.246, 3.758], [21.198, 3.817, 3.828], [17.432, 0.107, 5.513], [17.069, 0.233, 6.422], [16.690, 0.369, 5.001], [18.855, -0.323, 2.536], [19.484, -0.521, 1.816], [19.304, 0.297, 3.091], [21.842, -0.297, 2.879], [22.178, -1.028, 3.405], [21.434, 0.246, 3.547], [19.374, 1.484, 7.510], [18.703, 2.171, 7.520], [19.123, 0.924, 8.203]], "lowdin_charge": [-0.045, 0.073, 0.077, -0.049, 0.023, -0.012, -0.072, -0.002, -0.040, -0.063, 0.005, -0.017, -0.028, 0.025, 0.043, -0.038, 0.057, 0.031, -0.035, 0.070, 0.037, -0.071, 0.040, -0.047, -0.046, 0.034, -0.015, -0.008, 0.049, 0.023]}

---

[6]
{"formula": "C31H28O8ReS5Sb", "method": "the ωB97M-V functional and the def2-TZVPD basis", "lumo_ha": -0.072, "multiplicity": 1, "de_lowest_kj_mol": 0.00, "max_force_ev_per_a": 1.60, "symbols": ["Re", "C", "C", "C", "O", "C", "C", "O", "C", "O", "C", "C", "C", "C", "C", "C", "C", "C", "C", "C", "C", "C", "C", "O", "C", "C", "C", "C", "C", "C", "C", "C", "C", "C", "C", "C", "H", "H", "H", "H", "H", "H", "H", "H", "H", "H", "H", "H", "H", "H", "H", "H", "H", "H", "H", "H", "H", "H", "H", "H", "H", "H", "H", "H", "S", "Sb", "S", "S", "S", "O", "S", "O", "O", "O"], "positions_angstrom": [[2.636, -0.677, 0.248], [-3.492, 1.653, 0.524], [-2.869, 0.458, -0.174], [-3.865, -0.359, -0.975], [-1.841, 0.885, -1.066], [-0.577, 0.556, -0.523], [-0.928, -0.679, 0.335], [-2.223, -0.350, 0.800], [-0.070, -1.137, 1.549], [1.159, -1.580, 0.972], [-0.774, -2.366, 2.135], [-1.780, -2.213, 3.083], [-2.422, -3.322, 3.607], [-2.064, -4.598, 3.196], [-1.067, -4.755, 2.248], [-0.427, -3.644, 1.717], [0.201, -0.137, 2.659], [1.143, -0.514, 3.618], [1.460, 0.328, 4.668], [0.836, 1.563, 4.778], [-0.120, 1.933, 3.846], [-0.447, 1.082, 2.799], [0.405, 0.361, -1.714], [1.600, -0.083, -1.088], [0.760, 1.677, -2.402], [2.067, 1.864, -2.847], [2.441, 3.050, -3.459], [1.512, 4.063, -3.647], [0.208, 3.877, -3.216], [-0.168, 2.696, -2.594], [-0.073, -0.712, -2.685], [-0.937, -0.368, -3.719], [-1.416, -1.337, -4.587], [-1.034, -2.661, -4.437], [-0.176, -3.012, -3.407], [0.297, -2.043, -2.536], [-4.161, 2.180, -0.153], [-2.714, 2.345, 0.847], [-4.056, 1.319, 1.393], [-4.226, 0.225, -1.821], [-4.710, -0.641, -0.348], [-3.383, -1.261, -1.352], [-0.182, 1.367, 0.100], [-0.980, -1.556, -0.325], [-2.065, -1.222, 3.409], [-3.203, -3.189, 4.345], [-2.558, -5.464, 3.616], [-0.780, -5.745, 1.920], [0.354, -3.773, 0.981], [1.632, -1.478, 3.532], [2.197, 0.022, 5.399], [1.090, 2.230, 5.592], [-0.616, 2.891, 3.926], [-1.214, 1.375, 2.102], [2.810, 1.091, -2.701], [3.464, 3.179, -3.789], [1.803, 4.990, -4.122], [-0.524, 4.663, -3.346], [-1.181, 2.581, -2.238], [-1.242, 0.661, -3.846], [-2.086, -1.051, -5.387], [-1.400, -3.415, -5.122], [0.124, -4.043, -3.276], [0.951, -2.344, -1.727], [0.295, 4.036, 0.656], [2.458, 4.386, 0.534], [3.954, 2.554, 0.538], [2.661, 1.183, 1.467], [3.521, 6.298, 0.605], [5.823, 0.303, 1.011], [5.363, -0.732, 0.140], [4.399, -0.221, -0.916], [4.151, -1.530, 0.980], [6.275, -1.707, -0.330]], "lowdin_charge": [1.499, 0.029, -0.558, 0.030, -0.029, -0.165, -0.142, -0.007, -0.349, -0.302, -0.143, -0.016, -0.067, -0.087, -0.074, -0.018, -0.228, -0.072, -0.075, -0.077, -0.076, -0.059, -0.302, -0.327, -0.143, -0.020, -0.070, -0.083, -0.077, -0.062, -0.123, -0.007, -0.064, -0.080, -0.065, -0.029, 0.094, 0.076, 0.099, 0.095, 0.095, 0.094, 0.091, 0.161, 0.121, 0.105, 0.102, 0.104, 0.111, 0.130, 0.110, 0.106, 0.106, 0.089, 0.111, 0.110, 0.106, 0.109, 0.112, 0.115, 0.107, 0.104, 0.107, 0.100, 0.024, 0.223, 0.122, 0.291, -0.068, -0.323, 0.386, -0.478, -0.476, -0.232]}

---

[7]
{"formula": "C3H9N3O", "method": "the ωB97M-V functional and the def2-TZVPD basis", "lumo_ha": 0.027, "multiplicity": 1, "de_lowest_kj_mol": 225.34, "max_force_ev_per_a": 5.77, "smiles": "NCNCC(N)=O", "symbols": ["N", "C", "N", "C", "C", "N", "O", "H", "H", "H", "H", "H", "H", "H", "H", "H"], "positions_angstrom": [[-0.083, -0.757, -2.844], [-0.623, -0.980, -1.472], [-0.466, 0.184, -0.734], [0.690, 0.194, 0.057], [0.374, 0.565, 1.441], [-0.839, 0.127, 1.973], [1.230, 1.148, 2.217], [-0.695, -0.281, -3.424], [0.118, -1.641, -3.178], [-1.782, -1.181, -1.464], [-0.217, -2.026, -1.134], [-0.575, 0.902, -1.359], [1.367, -0.757, 0.103], [1.248, 0.942, -0.399], [-0.683, -0.423, 2.868], [-1.556, -0.264, 1.334]], "lowdin_charge": [0.039, -0.335, -0.085, -0.185, -0.465, 0.114, -0.021, 0.036, 0.026, 0.123, 0.149, 0.093, 0.180, 0.106, 0.134, 0.092]}

---

[8]
{"formula": "C30H34BrCl2N5O6Pb", "method": "the ωB97M-V functional and the def2-TZVPD basis", "lumo_ha": -0.233, "multiplicity": 1, "de_lowest_kj_mol": 0.00, "max_force_ev_per_a": 0.40, "total_charge": 2, "symbols": ["Pb", "O", "C", "C", "C", "C", "C", "C", "C", "O", "N", "N", "C", "C", "Br", "C", "C", "C", "C", "C", "C", "C", "H", "H", "H", "H", "H", "H", "H", "H", "H", "H", "H", "H", "H", "H", "O", "C", "C", "C", "C", "C", "C", "C", "O", "N", "O", "O", "H", "H", "H", "H", "Cl", "C", "Cl", "H", "H", "C", "C", "N", "C", "C", "C", "C", "N", "H", "H", "H", "H", "H", "H", "H", "H", "H", "H", "H", "H", "H", "H"], "positions_angstrom": [[-0.808, -0.612, 0.026], [1.830, 1.030, -4.568], [2.979, 1.726, -4.476], [3.851, 1.873, -5.552], [5.019, 2.582, -5.385], [5.358, 3.160, -4.151], [4.498, 3.026, -3.097], [3.284, 2.314, -3.234], [2.313, 2.202, -2.197], [-0.915, 1.518, -2.618], [2.455, 2.666, -0.996], [1.433, 2.519, -0.058], [1.760, 2.919, 1.114], [0.882, 2.820, 2.253], [-0.920, 2.397, 1.890], [1.394, 3.015, 3.478], [0.850, 2.854, 4.819], [1.490, 3.549, 5.850], [1.040, 3.449, 7.155], [-0.039, 2.625, 7.447], [-0.661, 1.903, 6.435], [-0.227, 2.018, 5.126], [1.733, 0.651, -5.451], [3.609, 1.425, -6.507], [5.689, 2.696, -6.227], [6.286, 3.701, -4.039], [4.771, 3.472, -2.148], [1.366, 1.712, -2.392], [3.308, 3.151, -0.723], [2.743, 3.349, 1.322], [2.429, 3.352, 3.463], [2.340, 4.180, 5.621], [1.534, 4.001, 7.942], [-0.391, 2.539, 8.466], [-1.491, 1.250, 6.669], [-0.708, 1.436, 4.352], [0.093, -2.027, -1.592], [0.466, -3.206, -1.434], [0.485, -3.974, -0.232], [1.120, -5.232, -0.329], [1.224, -6.023, 0.770], [0.693, -5.629, 2.005], [0.053, -4.425, 2.117], [-0.072, -3.555, 1.012], [-0.706, -2.428, 1.187], [1.910, -7.321, 0.661], [2.025, -7.968, 1.678], [2.315, -7.646, -0.434], [0.841, -3.722, -2.327], [1.532, -5.571, -1.271], [0.798, -6.290, 2.854], [-0.376, -4.105, 3.057], [1.838, -0.568, 2.519], [2.335, -0.784, 4.228], [3.420, -2.142, 4.425], [1.435, -0.962, 4.805], [2.836, 0.124, 4.541], [-1.981, 0.632, -2.941], [-3.200, 0.897, -2.059], [-4.151, -0.198, -2.133], [-5.248, -0.050, -3.101], [-6.404, 0.771, -2.557], [-4.024, -1.256, -1.323], [-5.087, -2.314, -1.377], [-2.994, -1.392, -0.516], [-1.161, 2.416, -2.868], [-2.248, 0.691, -3.999], [-1.603, -0.376, -2.762], [-3.708, 1.819, -2.347], [-2.882, 1.035, -1.028], [-5.579, -1.037, -3.412], [-4.824, 0.424, -3.987], [-6.826, 0.316, -1.661], [-7.194, 0.841, -3.304], [-6.094, 1.786, -2.307], [-6.083, -1.882, -1.311], [-4.956, -3.016, -0.557], [-5.018, -2.868, -2.315], [-3.089, -2.251, 0.017]], "lowdin_charge": [1.379, 0.092, -0.244, 0.015, -0.012, -0.044, -0.006, -0.120, 0.061, -0.107, 0.058, 0.065, -0.184, -0.652, 0.790, -0.068, -0.230, -0.023, -0.051, -0.048, -0.057, -0.063, 0.133, 0.131, 0.128, 0.121, 0.115, 0.125, 0.158, 0.140, 0.127, 0.120, 0.116, 0.117, 0.113, 0.058, -0.181, -0.151, -0.114, 0.061, -0.129, 0.047, 0.024, -0.335, -0.307, -0.355, 0.103, 0.094, 0.145, 0.135, 0.133, 0.129, 0.502, -0.997, 0.570, 0.029, 0.026, -0.239, -0.146, -0.068, -0.189, -0.054, -0.383, 0.021, -0.003, 0.108, 0.132, 0.089, 0.136, 0.084, 0.114, 0.126, 0.078, 0.090, 0.077, 0.091, 0.094, 0.106, 0.056]}